Entry from the OMol25 dataset: a molecular structure, C37H51BI2N10OS3Ti in a non-equilibrium geometry (wB97M-V/def2-TZVPD).

Summary:
Orbital gap (alpha / beta)   5.046 / 7.233 eV
HOMO energy (alpha / beta)   -0.1696 / -0.2503 Ha
Maximum force   0.0707 Eh/bohr
Relative energy (zero: lowest compared OMol25 entry of this formula, charge and spin)   127.3 kJ/mol
Calculated total energy   -4727.7854 Eh
2S+1   3

CARTESIAN COORDINATES (ANGSTROEM)
Ti -1.1239 -0.2948 -0.0650
I -3.2262 -7.4014 -0.6935
C -2.7048 -5.3709 -0.9980
C -3.6586 -4.4890 -1.4790
C -3.3170 -3.1641 -1.6180
I -4.7585 -1.7704 -2.2621
C -2.0489 -2.6380 -1.2951
O -1.7700 -1.3917 -1.4597
C -1.1144 -3.5787 -0.7695
C 0.2537 -3.0620 -0.4142
N 0.1695 -1.9007 0.4748
C 0.0325 -2.2530 1.8809
C -0.5650 -1.0840 2.6282
C -0.8694 -1.1736 3.9662
C -1.5035 -0.1159 4.6193
C -1.8041 1.0092 3.8444
C -1.4539 1.0396 2.5206
N -0.8284 0.0187 1.8700
C -1.4440 -4.9160 -0.6476
H -4.6495 -4.8331 -1.7324
H 0.8557 -3.8632 0.0436
H 0.7380 -2.7346 -1.3448
H 1.0203 -1.3180 0.3835
H -0.6354 -3.1238 1.9671
H 1.0034 -2.5352 2.3213
H -0.5989 -2.0678 4.5061
H -1.7413 -0.1662 5.6680
H -2.2870 1.8689 4.2844
H -1.6799 1.9157 1.9258
H -0.7090 -5.6102 -0.2673
C 1.5595 1.3742 4.3841
C 2.3070 2.5723 3.8010
C 3.8123 2.2936 3.7020
C 2.0801 3.7630 4.7353
N 1.8159 2.8677 2.4516
C 1.4118 4.1050 2.0090
C 1.3246 4.0579 0.6655
N 1.6769 2.7993 0.2467
B 2.0294 2.5676 -1.2339
N 2.8393 1.2821 -1.4534
C 4.1959 1.2510 -1.2760
C 4.6487 0.0499 -1.6819
N 3.5696 -0.6834 -2.1294
C 2.4544 0.0805 -1.9291
S 0.8384 -0.3551 -2.1620
C 3.7394 -2.0309 -2.6903
C 2.6081 -2.4035 -3.6501
C 3.8427 -3.0202 -1.5236
C 5.0490 -2.0580 -3.4955
N 0.7844 2.6009 -2.1540
C 0.9107 2.8606 -3.4901
C -0.3249 2.9556 -4.0300
N -1.2333 2.7465 -3.0235
C -0.5273 2.4994 -1.8898
S -1.1971 2.1761 -0.3641
C -2.6897 2.8994 -3.1160
C -3.0838 3.1409 -4.5736
C -3.0891 4.1211 -2.2796
C -3.3863 1.6299 -2.6171
C 1.9489 2.0660 1.3496
S 2.3538 0.4401 1.3589
H 2.0210 1.0704 5.3197
H 1.5813 0.5347 3.6960
H 0.5236 1.6432 4.5722
H 4.2294 2.1299 4.6921
H 4.3246 3.1395 3.2429
H 3.9889 1.4055 3.1000
H 2.3898 3.4696 5.7359
H 1.0268 4.0308 4.7781
H 2.6670 4.6314 4.4435
H 1.2101 4.9219 2.6669
H 1.0422 4.8176 -0.0342
H 2.7231 3.4818 -1.5824
H 4.7297 2.0796 -0.8587
H 5.6511 -0.3253 -1.6879
H 1.6492 -2.4892 -3.1503
H 2.8379 -3.3560 -4.1224
H 2.5077 -1.6464 -4.4244
H 2.9329 -3.0174 -0.9312
H 4.6700 -2.7398 -0.8740
H 4.0185 -4.0248 -1.8997
H 5.1392 -1.1657 -4.1112
H 5.0539 -2.9255 -4.1497
H 5.9199 -2.1329 -2.8491
H 1.8706 2.9514 -3.9556
H -0.6003 3.1341 -5.0467
H -2.6373 4.0565 -4.9564
H -4.1636 3.2461 -4.6343
H -2.7908 2.2980 -5.1942
H -2.5698 5.0092 -2.6378
H -2.8364 3.9645 -1.2336
H -4.1593 4.2930 -2.3571
H -2.9588 0.7534 -3.1040
H -4.4475 1.6804 -2.8516
H -3.2841 1.5068 -1.5357
C -5.2801 -2.2659 2.7634
N -4.1680 -2.5522 1.8771
C -3.5081 -3.8265 2.0939
C -3.5135 -1.5880 1.2914
N -2.9169 -0.7630 0.7072
H -4.9435 -2.1825 3.8053
H -6.0048 -3.0801 2.6987
H -5.7545 -1.3316 2.4666
H -3.1018 -3.8957 3.1086
H -2.6987 -3.9454 1.3740
H -4.2215 -4.6409 1.9500

Cartesian forces, eV/Å:
Ti 1.763 2.478 -1.387
I 0.146 0.450 -0.082
C -0.192 -0.440 0.065
C 0.063 -0.378 0.088
C -0.199 0.859 -0.091
I 0.058 -0.365 -0.007
C -0.437 -1.588 -0.103
O -0.152 -0.459 -1.267
C -0.063 0.475 -0.160
C 0.030 -0.383 -0.335
N 0.793 -0.238 0.301
C 0.002 -0.118 0.568
C 0.182 -0.455 0.471
C 0.016 0.096 -0.217
C -0.068 0.000 -0.017
C 0.039 -0.168 -0.057
C -0.151 0.721 0.415
N 0.130 -0.151 0.936
C -0.040 -0.085 0.017
H -0.067 0.017 -0.022
H -0.101 0.134 -0.090
H -0.079 -0.020 0.424
H -0.181 -0.240 -0.050
H 0.166 0.163 -0.068
H -0.180 -0.013 -0.106
H 0.028 -0.197 0.054
H -0.038 0.005 0.149
H -0.071 0.100 -0.031
H 0.023 -0.060 0.158
H 0.100 -0.053 0.077
C -0.045 0.081 -0.100
C 0.386 -0.375 0.675
C -0.097 -0.018 -0.012
C 0.007 -0.094 -0.270
N -0.228 0.041 -0.723
C -0.169 0.580 -0.363
C 0.055 0.330 0.332
N 0.242 0.254 0.435
B -0.175 -0.410 0.227
N 0.297 -0.322 -0.489
C 0.378 -0.198 -0.109
C 0.404 0.490 0.205
N -0.242 0.755 0.219
C -0.230 0.176 -0.044
S -0.640 -0.287 -0.143
C -0.042 -0.601 -0.167
C -0.033 -0.068 0.156
C -0.033 0.170 -0.165
C -0.083 0.046 0.099
N -0.570 0.348 -0.158
C -0.177 0.146 -0.358
C 0.546 0.023 -0.335
N 0.776 -0.249 0.366
C 0.100 0.200 -0.004
S -0.414 0.036 0.706
C -0.797 0.154 0.144
C 0.175 -0.051 0.203
C 0.050 -0.077 -0.030
C 0.058 -0.002 0.097
C 0.056 -0.397 -0.117
S 0.545 -0.925 0.043
H 0.087 0.021 0.173
H -0.023 -0.006 0.077
H -0.015 0.000 0.057
H 0.016 0.012 0.163
H 0.028 0.079 -0.011
H 0.047 0.015 -0.003
H 0.029 -0.038 0.028
H -0.116 0.069 0.023
H 0.030 0.112 -0.040
H -0.030 0.129 0.140
H -0.060 0.175 -0.084
H 0.149 0.165 -0.079
H 0.099 0.160 0.037
H 0.082 -0.066 -0.016
H 0.106 -0.014 -0.110
H 0.166 -0.086 -0.021
H -0.049 0.056 -0.093
H -0.115 -0.002 0.039
H 0.069 -0.008 0.068
H 0.009 -0.137 -0.040
H 0.016 0.045 -0.080
H -0.021 -0.097 -0.007
H 0.117 0.058 0.036
H 0.165 0.045 -0.080
H -0.096 0.048 -0.133
H 0.032 0.055 -0.094
H -0.067 -0.007 0.059
H 0.025 -0.071 -0.153
H 0.030 0.081 -0.056
H -0.041 0.042 -0.010
H -0.147 -0.014 -0.041
H -0.032 -0.054 -0.006
H -0.101 0.032 -0.117
H -0.089 0.024 -0.365
C -0.195 0.283 0.285
N -0.444 -0.352 0.243
C 0.325 -0.368 -0.107
C 0.955 1.694 -1.053
N -2.467 -2.125 1.619
H -0.009 0.019 -0.136
H 0.044 0.085 -0.077
H -0.016 -0.079 0.024
H -0.002 0.101 -0.002
H -0.107 -0.022 0.033
H -0.003 0.097 -0.045

Löwdin atomic charge list, values in e, 99 entries:
1 Ti 0.606
2 I 0.807
3 C -0.735
4 C -0.238
5 C -0.602
6 I 0.968
7 C -0.450
8 O -0.305
9 C -0.145
10 C -0.166
11 N -0.159
12 C -0.138
13 C -0.300
14 C -0.055
15 C -0.113
16 C -0.105
17 C -0.191
18 N -0.113
19 C -0.134
20 H 0.081
21 H 0.130
22 H 0.057
23 H 0.011
24 H 0.119
25 H 0.136
26 H 0.112
27 H 0.090
28 H 0.104
29 H 0.032
30 H 0.102
31 C -0.050
32 C -0.550
33 C -0.045
34 C -0.049
35 N 0.004
36 C -0.045
37 C -0.084
38 N 0.017
39 B -0.596
40 N 0.003
41 C -0.076
42 C -0.057
43 N 0.005
44 C -0.635
45 S 0.816
46 C -0.537
47 C -0.071
48 C -0.007
49 C -0.042
50 N 0.015
51 C -0.054
52 C -0.032
53 N 0.009
54 C -0.641
55 S 0.790
56 C -0.547
57 C -0.045
58 C -0.036
59 C -0.097
60 C -0.655
61 S 0.775
62 H 0.092
63 H 0.016
64 H 0.066
65 H 0.084
66 H 0.089
67 H 0.029
68 H 0.089
69 H 0.085
70 H 0.084
71 H 0.109
72 H 0.124
73 H 0.128
74 H 0.127
75 H 0.116
76 H 0.012
77 H 0.086
78 H 0.091
79 H 0.063
80 H 0.087
81 H 0.092
82 H 0.094
83 H 0.085
84 H 0.075
85 H 0.128
86 H 0.113
87 H 0.083
88 H 0.089
89 H 0.092
90 H 0.090
91 H 0.037
92 H 0.088
93 H 0.063
94 H 0.078
95 H 0.023
96 C -0.028
97 N -0.165
98 C -0.022
99 C -0.183


Entry from the OMol25 dataset: a molecular structure, C37H51BN7O5PSV in a non-equilibrium geometry (wB97M-V/def2-TZVPD).

Summary:
Orbital gap (alpha / beta)   7.432 / 7.421 eV
HOMO energy (alpha / beta)   -0.3899 / -0.3986 Ha
Maximum force   0.1557 Eh/bohr
Relative energy (zero: lowest compared OMol25 entry of this formula, charge and spin)   327.4 kJ/mol
Calculated total energy   -3908.1964 Eh
2S+1   3
Charge   +1

CARTESIAN COORDINATES (ANGSTROEM)
V -0.0752 -0.1797 -0.3941
N 3.6393 0.4376 1.2435
C 2.7801 0.0633 2.2126
N 1.6234 -0.4864 2.0099
C 1.0092 -0.7884 3.2053
C -0.2392 -1.3831 3.3503
C -0.7575 -1.5515 4.6207
C -0.0241 -1.1947 5.7480
C 1.2478 -0.6666 5.6299
C 1.7469 -0.4512 4.3583
S 3.2777 0.2429 3.8943
H 3.2421 0.6201 0.3331
H 4.4075 1.0283 1.5231
H -0.7657 -1.7286 2.4704
H -1.7424 -1.9735 4.7446
H -0.4447 -1.3516 6.7285
H 1.8378 -0.4260 6.5005
C -4.0041 0.1270 3.1004
C -3.3835 -0.6455 1.9454
O -2.2438 0.0082 1.3966
H -4.8365 -0.4410 3.5086
H -4.3718 1.0933 2.7626
H -3.2715 0.2904 3.8902
H -4.1014 -0.7348 1.1276
H -3.1161 -1.6568 2.2850
H -1.6675 0.2397 2.1398
C 3.9209 -6.1917 2.7729
C 4.2055 -6.0386 1.2827
N 3.4811 -4.9318 0.6610
C 4.2160 -3.7354 0.3142
C 4.6477 -2.9549 1.5537
C 2.1587 -5.0822 0.4790
O 1.5217 -6.0350 0.8872
C 1.4365 -4.0942 -0.4086
C 1.1225 -4.5544 -1.6880
C 0.3187 -3.7643 -2.4902
C -0.1337 -2.5566 -1.9968
N 0.1668 -2.0906 -0.7790
C 0.9254 -2.8708 0.0017
H 4.4393 -7.0697 3.1487
H 2.8546 -6.3303 2.9252
H 4.2523 -5.3222 3.3338
H 3.8933 -6.9573 0.7760
H 5.2721 -5.8854 1.1069
H 3.5850 -3.1008 -0.3133
H 5.0989 -4.0185 -0.2688
H 3.7819 -2.7049 2.1620
H 5.1423 -2.0341 1.2584
H 5.3382 -3.5370 2.1570
H 1.4852 -5.5129 -2.0267
H 0.0380 -4.0814 -3.4824
H -0.7786 -1.9304 -2.5967
H 1.1411 -2.4897 0.9934
O 0.0472 1.2047 0.4119
N 0.4729 1.8481 1.4091
C 0.6532 3.1497 1.5432
C 0.2544 4.1713 0.6662
N -0.1305 5.0166 -0.0120
C 1.3110 3.5543 2.7226
N 1.8934 3.8623 3.6618
O 2.3792 1.3214 -1.3846
B 1.6172 0.1638 -1.4288
O 2.2848 -0.8058 -2.1639
C 3.4560 -0.2426 -2.5854
C 4.4706 -0.7831 -3.3493
C 5.5540 0.0415 -3.6130
C 5.6223 1.3401 -3.1230
C 4.6008 1.8863 -2.3584
C 3.5172 1.0712 -2.1089
H 4.4156 -1.7937 -3.7191
H 6.3563 -0.3316 -4.2294
H 6.4845 1.9459 -3.3512
H 4.6394 2.8997 -1.9920
C -2.1807 1.1450 -4.9134
C -1.4596 0.2070 -3.9443
C 0.0236 0.1585 -4.3140
P -1.7188 0.5829 -2.1106
C -1.9984 2.4169 -2.0522
C -2.5712 2.8407 -0.7016
C -0.6721 3.1117 -2.3587
C -3.3969 -0.1241 -1.6853
C -4.5322 0.1967 -2.6526
C -3.3100 -1.6298 -1.4541
H -2.0431 0.7631 -5.9241
H -1.7651 2.1473 -4.8868
H -3.2469 1.2035 -4.7263
H -1.8849 -0.7979 -4.0736
H 0.5005 1.1254 -4.1634
H 0.1235 -0.1051 -5.3656
H 0.5642 -0.5823 -3.7316
H -2.7236 2.6785 -2.8303
H -2.0588 2.3314 0.1134
H -3.6312 2.6142 -0.6249
H -2.4567 3.9141 -0.5666
H 0.1358 2.7030 -1.7445
H -0.7568 4.1759 -2.1491
H -0.4023 3.0027 -3.4063
H -3.6111 0.3534 -0.7234
H -4.4052 -0.3182 -3.6013
H -4.6180 1.2654 -2.8282
H -5.4719 -0.1481 -2.2224
H -3.1197 -2.1664 -2.3821
H -4.2535 -1.9960 -1.0537
H -2.5280 -1.8648 -0.7304

Cartesian forces, eV/Å:
V -1.937 -4.839 -2.645
N 0.116 0.184 -0.093
C 0.260 -0.233 0.564
N 0.073 -0.326 -0.839
C 0.127 0.047 0.701
C 0.163 0.048 -0.122
C -0.028 -0.043 0.062
C -0.089 -0.065 0.080
C 0.078 0.039 -0.087
C -0.114 -0.027 -0.264
S -0.368 -0.084 -0.344
H 0.098 0.105 0.068
H -0.044 -0.021 -0.170
H -0.121 0.000 -0.013
H -0.099 -0.137 0.014
H -0.044 -0.012 0.095
H -0.007 0.060 0.108
C 0.193 -0.035 -0.358
C -0.429 -0.238 0.316
O 0.460 0.131 -0.177
H -0.064 -0.015 0.083
H -0.024 0.084 0.004
H 0.028 -0.017 0.102
H 0.075 -0.101 0.055
H -0.010 0.089 -0.154
H -0.014 0.053 -0.038
C 0.003 0.034 -0.181
C -0.168 -0.289 0.285
N 0.031 -0.065 -0.086
C 0.186 0.407 0.078
C 0.004 -0.091 -0.269
C 0.029 0.195 -0.043
O -0.167 -0.233 -0.012
C -0.377 -0.041 -0.221
C -0.090 0.447 0.237
C 0.054 0.052 0.094
C -0.263 -0.073 -0.385
N 0.121 -2.349 -0.153
C 0.505 -0.593 0.440
H 0.066 -0.062 0.091
H -0.031 -0.018 0.066
H 0.048 0.083 0.085
H 0.112 0.098 0.000
H -0.088 0.038 -0.086
H 0.157 -0.094 -0.014
H -0.113 0.025 -0.035
H -0.119 0.056 0.117
H 0.072 0.114 -0.013
H 0.073 -0.048 0.107
H 0.028 -0.093 -0.015
H -0.052 0.033 -0.066
H 0.063 -0.060 -0.036
H 0.061 -0.016 -0.097
O -0.375 7.396 3.042
N 1.325 1.745 2.963
C -0.720 -2.253 -1.204
C -0.437 0.840 -1.084
N 0.167 -0.021 0.206
C 0.348 -0.126 0.898
N 0.054 0.101 0.124
O 0.102 0.664 0.160
B 0.764 -0.083 -0.767
O 0.278 -0.513 -0.166
C 0.525 0.793 -0.026
C -0.392 -0.008 0.207
C 0.114 0.088 -0.063
C 0.081 -0.021 -0.098
C -0.340 -0.018 0.156
C 0.472 -0.719 -0.556
H -0.001 -0.130 -0.072
H 0.124 -0.047 -0.012
H 0.093 0.055 -0.037
H 0.018 0.109 0.049
C -0.134 -0.161 0.139
C 0.093 -0.004 0.305
C -0.096 -0.202 0.112
P -1.122 0.330 -0.817
C 0.158 -0.129 -0.001
C -0.004 -0.093 0.023
C -0.035 -0.006 -0.076
C 0.228 -0.023 -0.050
C 0.137 0.095 0.207
C 0.076 0.177 0.196
H 0.008 -0.014 -0.069
H 0.055 0.127 0.019
H -0.102 0.079 -0.009
H 0.016 0.046 0.030
H 0.065 0.065 0.007
H 0.028 0.017 -0.092
H 0.083 0.000 -0.059
H 0.089 -0.150 0.026
H -0.070 0.099 0.138
H -0.121 -0.098 0.022
H 0.028 0.041 -0.024
H -0.015 0.175 -0.122
H 0.044 -0.015 -0.029
H 0.103 -0.069 -0.069
H 0.060 -0.018 -0.055
H 0.031 -0.015 -0.132
H -0.083 0.109 -0.110
H -0.068 -0.002 0.023
H 0.045 -0.090 -0.075
H -0.093 -0.072 -0.002
H -0.029 -0.154 -0.013

Löwdin atomic charge list, values in e, 99 entries:
1 V 0.751
2 N 0.151
3 C -0.688
4 N 0.064
5 C -0.316
6 C -0.045
7 C -0.075
8 C -0.074
9 C -0.074
10 C -0.454
11 S 1.106
12 H 0.069
13 H 0.111
14 H 0.096
15 H 0.107
16 H 0.110
17 H 0.116
18 C -0.057
19 C -0.293
20 O -0.137
21 H 0.085
22 H 0.082
23 H 0.074
24 H 0.103
25 H 0.114
26 H 0.065
27 C -0.064
28 C -0.183
29 N -0.054
30 C -0.189
31 C -0.060
32 C -0.438
33 O 0.093
34 C -0.082
35 C 0.049
36 C 0.009
37 C -0.126
38 N -0.066
39 C -0.030
40 H 0.080
41 H 0.070
42 H 0.065
43 H 0.127
44 H 0.123
45 H 0.107
46 H 0.128
47 H 0.068
48 H 0.069
49 H 0.073
50 H 0.139
51 H 0.124
52 H 0.075
53 H 0.110
54 O -0.311
55 N 0.077
56 C -0.238
57 C -0.145
58 N 0.224
59 C -0.166
60 N 0.205
61 O 0.112
62 B -0.603
63 O 0.118
64 C -0.193
65 C 0.016
66 C -0.073
67 C -0.073
68 C 0.017
69 C -0.204
70 H 0.121
71 H 0.108
72 H 0.109
73 H 0.124
74 C -0.096
75 C -0.490
76 C -0.097
77 P 1.106
78 C -0.496
79 C -0.098
80 C -0.106
81 C -0.522
82 C -0.092
83 C -0.119
84 H 0.091
85 H 0.075
86 H 0.059
87 H 0.102
88 H 0.083
89 H 0.094
90 H 0.046
91 H 0.105
92 H 0.049
93 H 0.078
94 H 0.075
95 H 0.053
96 H 0.065
97 H 0.065
98 H 0.076
99 H 0.078


Question: What is the calculated total energy in the first record?
Answer: -4727.7854 Eh